(1)
Density functional theory data (ωB97M-V with the def2-TZVPD basis set) for a molecular structure, C49H48BrN5ORe.

Cartesian coordinates (Å):
Re (-1.02, -0.39, -1.21)
C (-0.89, -6.29, 2.02)
C (-1.34, -5.08, 1.26)
C (-2.34, -4.24, 1.77)
C (-2.76, -3.14, 1.06)
C (-2.22, -2.81, -0.19)
N (-2.67, -1.69, -0.91)
C (-4.01, -1.54, -1.14)
C (-4.91, -2.62, -0.98)
C (-6.26, -2.51, -1.17)
C (-6.83, -1.30, -1.57)
C (-8.32, -1.16, -1.77)
C (-5.97, -0.26, -1.83)
C (-4.59, -0.34, -1.64)
N (-3.81, 0.78, -2.02)
C (-4.29, 2.00, -2.35)
C (-3.28, 2.71, -2.94)
C (-2.18, 1.86, -2.92)
N (-2.50, 0.70, -2.34)
C (-1.21, -3.65, -0.69)
C (-0.77, -4.75, 0.04)
N (-0.65, -3.41, -1.96)
C (-0.08, -4.31, -2.79)
C (0.31, -3.64, -3.93)
C (-0.07, -2.31, -3.71)
N (-0.65, -2.19, -2.53)
H (-1.67, -6.63, 2.71)
H (0.00, -6.08, 2.61)
H (-0.66, -7.11, 1.34)
H (-2.78, -4.46, 2.73)
H (-3.52, -2.48, 1.47)
H (-4.50, -3.58, -0.70)
H (-6.89, -3.38, -1.01)
H (-8.86, -1.85, -1.13)
H (-8.59, -1.38, -2.81)
H (-8.65, -0.15, -1.55)
H (-6.39, 0.65, -2.23)
H (-5.30, 2.30, -2.13)
H (-3.33, 3.72, -3.31)
H (-1.18, 2.04, -3.27)
H (0.03, -5.36, -0.34)
H (0.01, -5.35, -2.53)
H (0.80, -4.05, -4.80)
H (0.04, -1.46, -4.36)
C (5.39, -0.65, 4.03)
C (3.90, -0.44, 4.32)
C (3.46, -1.50, 5.34)
C (3.74, 0.96, 4.92)
C (3.04, -0.58, 3.07)
C (1.69, -0.31, 3.12)
C (0.89, -0.48, 2.01)
Br (-0.95, -0.03, 2.20)
C (1.38, -0.95, 0.77)
O (0.60, -1.25, -0.26)
C (2.78, -1.13, 0.69)
C (3.55, -0.97, 1.83)
C (3.44, -1.48, -0.65)
C (4.97, -1.55, -0.55)
C (2.93, -2.83, -1.16)
C (3.12, -0.37, -1.67)
H (5.97, -0.52, 4.95)
H (5.76, 0.08, 3.30)
H (5.59, -1.65, 3.65)
H (4.04, -1.40, 6.26)
H (3.62, -2.50, 4.94)
H (2.40, -1.39, 5.58)
H (4.36, 1.06, 5.82)
H (2.70, 1.16, 5.21)
H (4.04, 1.72, 4.20)
H (1.23, 0.05, 4.03)
H (4.61, -1.15, 1.76)
H (5.29, -2.36, 0.12)
H (5.38, -0.61, -0.19)
H (5.39, -1.75, -1.54)
H (3.22, -3.63, -0.48)
H (3.34, -3.05, -2.15)
H (1.84, -2.83, -1.24)
H (3.50, 0.59, -1.30)
H (2.05, -0.27, -1.82)
H (3.59, -0.59, -2.63)
C (-0.40, 1.41, -0.69)
C (-0.09, 2.61, -0.55)
C (0.23, 3.93, -0.49)
C (-0.83, 4.93, -0.41)
C (-2.08, 4.61, 0.13)
C (-3.08, 5.57, 0.22)
C (-2.86, 6.86, -0.24)
C (-1.64, 7.18, -0.81)
C (-0.63, 6.24, -0.89)
C (1.65, 4.33, -0.58)
C (2.18, 5.32, 0.25)
C (3.52, 5.66, 0.17)
C (4.35, 5.03, -0.75)
C (3.82, 4.07, -1.60)
C (2.49, 3.71, -1.51)
H (-2.25, 3.61, 0.50)
H (-4.04, 5.31, 0.66)
H (-3.64, 7.61, -0.15)
H (-1.47, 8.18, -1.20)
H (0.31, 6.49, -1.34)
H (1.54, 5.81, 0.97)
H (3.93, 6.40, 0.84)
H (5.39, 5.30, -0.81)
H (4.46, 3.58, -2.33)
H (2.06, 2.97, -2.17)

Results
Molecular weight in g mol⁻¹: 989.07
Expectation value of S²: 0.7847
Net charge: 0
HOMO (spin up / spin down) in eV: -6.54 / -6.49
2S+1: 2
Gap between HOMO and LUMO (spin up / spin down) in eV: 5.720 / 5.637
LUMO level (spin up / spin down) in eV: -0.820 / -0.850
ΔE to the lowest compared entry with this formula, charge and spin in kJ/mol: 95.2

***

(2)
Density functional theory data (ωB97M-V with the def2-TZVPD basis set) for a molecular structure, C49H48BrNO2PTi.

Cartesian coordinates (Å):
Ti (0.13, 0.23, 0.03)
O (-0.42, 0.97, -1.44)
C (-0.05, 2.04, -2.30)
C (0.97, 2.87, -1.50)
C (2.22, 2.08, -1.30)
C (3.40, 2.50, -1.87)
C (4.53, 1.72, -1.74)
C (4.45, 0.56, -1.00)
C (3.25, 0.19, -0.41)
C (3.36, -1.05, 0.46)
C (2.16, -1.65, 1.23)
O (0.98, -1.14, 0.63)
C (2.16, -1.36, 2.74)
C (0.94, -1.26, 3.40)
C (0.89, -1.14, 4.78)
C (2.06, -1.11, 5.52)
C (3.28, -1.22, 4.87)
C (3.33, -1.35, 3.49)
C (2.21, -3.18, 1.16)
C (1.03, -3.89, 1.31)
C (1.03, -5.28, 1.33)
C (2.23, -5.97, 1.22)
C (3.42, -5.27, 1.12)
C (3.41, -3.88, 1.10)
N (2.13, 0.93, -0.58)
C (0.64, 1.51, -3.55)
C (0.99, 0.17, -3.68)
C (1.71, -0.27, -4.78)
C (2.08, 0.62, -5.77)
C (1.73, 1.96, -5.66)
C (1.01, 2.40, -4.56)
C (-1.32, 2.83, -2.64)
C (-2.07, 2.49, -3.76)
C (-3.27, 3.13, -4.03)
C (-3.73, 4.13, -3.18)
C (-2.98, 4.47, -2.06)
C (-1.79, 3.83, -1.79)
H (0.53, 3.12, -0.53)
H (1.20, 3.80, -2.03)
H (3.41, 3.42, -2.44)
H (5.47, 2.02, -2.19)
H (5.32, -0.06, -0.86)
H (4.15, -0.82, 1.18)
H (3.76, -1.82, -0.20)
H (0.02, -1.29, 2.83)
H (-0.07, -1.05, 5.27)
H (2.03, -1.02, 6.60)
H (4.20, -1.21, 5.44)
H (4.30, -1.46, 3.02)
H (0.10, -3.35, 1.43)
H (0.10, -5.82, 1.43)
H (2.23, -7.06, 1.23)
H (4.36, -5.80, 1.07)
H (4.35, -3.36, 1.04)
H (0.70, -0.54, -2.91)
H (1.97, -1.32, -4.87)
H (2.64, 0.28, -6.63)
H (2.01, 2.66, -6.43)
H (0.73, 3.44, -4.48)
H (-1.72, 1.71, -4.43)
H (-3.84, 2.86, -4.91)
H (-4.66, 4.64, -3.39)
H (-3.33, 5.25, -1.40)
H (-1.23, 4.10, -0.91)
Br (2.21, 2.09, 2.35)
C (0.65, 2.01, 3.43)
C (0.83, 2.28, 4.76)
C (-0.29, 2.39, 5.60)
C (-1.54, 2.33, 5.06)
C (-1.73, 2.08, 3.68)
C (-3.03, 2.18, 3.12)
C (-3.21, 2.06, 1.78)
C (-2.13, 1.68, 0.96)
C (-0.84, 1.47, 1.44)
C (-0.62, 1.82, 2.82)
H (1.82, 2.42, 5.15)
H (-0.15, 2.59, 6.65)
H (-2.42, 2.49, 5.67)
H (-3.86, 2.40, 3.78)
H (-4.19, 2.21, 1.34)
H (-2.33, 1.56, -0.09)
C (-4.62, -0.69, -2.20)
C (-3.24, -0.13, -1.86)
P (-2.22, -1.14, -0.71)
C (-3.39, -1.51, 0.67)
C (-2.68, -1.92, 1.96)
C (-2.20, -2.70, -1.71)
C (-1.19, -3.76, -1.29)
H (-5.12, 0.00, -2.89)
H (-5.25, -0.79, -1.32)
H (-4.56, -1.66, -2.69)
H (-3.35, 0.88, -1.46)
H (-2.64, -0.02, -2.77)
H (-4.08, -2.28, 0.34)
H (-3.96, -0.60, 0.85)
H (-2.12, -1.07, 2.37)
H (-3.40, -2.23, 2.71)
H (-1.98, -2.75, 1.80)
H (-2.00, -2.39, -2.74)
H (-3.20, -3.12, -1.68)
H (-1.19, -4.59, -2.00)
H (-0.18, -3.35, -1.26)
H (-1.43, -4.16, -0.31)

Results
Molecular weight in g mol⁻¹: 841.67
Net charge: +1
HOMO in eV: -10.48
Gap between HOMO and LUMO in eV: 7.330
LUMO level in eV: -3.152
ΔE to the lowest compared entry with this formula, charge and spin in kJ/mol: 98.8

***

(3)
Density functional theory data (ωB97M-V with the def2-TZVPD basis set) for a single C49H48N3OP molecule.

Cartesian coordinates (Å):
C (7.23, 2.78, 0.72)
N (6.72, 1.45, 0.46)
C (7.73, 0.58, -0.10)
C (5.42, 1.06, 0.65)
C (5.03, -0.29, 0.42)
C (3.69, -0.65, 0.49)
C (2.69, 0.30, 0.81)
P (0.91, 0.08, 0.41)
C (0.29, 1.78, 0.38)
C (0.62, 2.56, -0.75)
C (0.43, 3.93, -0.78)
C (-0.12, 4.60, 0.34)
N (-0.30, 5.95, 0.29)
C (-1.04, 6.70, 1.26)
C (0.06, 6.73, -0.88)
C (-0.50, 3.81, 1.47)
C (-0.31, 2.44, 1.48)
C (0.95, -0.44, -1.32)
C (-0.11, -1.17, -1.89)
C (-0.14, -1.42, -3.25)
C (0.88, -0.88, -4.10)
N (0.75, -0.87, -5.45)
C (1.66, -0.14, -6.31)
C (-0.21, -1.69, -6.16)
C (2.00, -0.27, -3.50)
C (2.03, -0.05, -2.14)
C (3.13, 1.57, 1.27)
C (4.45, 1.98, 1.11)
H (6.73, 3.27, 1.56)
H (8.29, 2.68, 0.94)
H (7.13, 3.42, -0.17)
H (7.30, -0.21, -0.72)
H (8.39, 1.20, -0.71)
H (8.34, 0.12, 0.69)
H (5.77, -1.05, 0.18)
H (3.44, -1.69, 0.29)
H (1.09, 2.11, -1.62)
H (0.74, 4.49, -1.66)
H (-1.28, 6.13, 2.16)
H (-0.43, 7.58, 1.54)
H (-1.98, 7.08, 0.83)
H (1.07, 6.50, -1.24)
H (-0.63, 6.55, -1.72)
H (0.01, 7.78, -0.58)
H (-0.95, 4.28, 2.35)
H (-0.57, 1.88, 2.38)
H (-0.92, -1.55, -1.28)
H (-0.98, -1.97, -3.66)
H (1.84, 0.87, -5.93)
H (2.64, -0.65, -6.37)
H (1.20, -0.08, -7.29)
H (-0.89, -2.20, -5.48)
H (-0.79, -1.05, -6.84)
H (0.31, -2.44, -6.76)
H (2.81, 0.10, -4.13)
H (2.91, 0.44, -1.72)
H (2.42, 2.28, 1.69)
H (4.72, 3.01, 1.33)
C (-6.25, 3.03, 2.11)
C (-5.01, 3.13, 1.46)
C (-4.21, 1.99, 1.29)
C (-4.60, 0.73, 1.80)
C (-3.74, -0.45, 1.64)
C (-2.41, -0.33, 1.29)
C (-1.54, -1.42, 1.17)
C (0.01, -1.16, 1.32)
C (0.87, -2.43, 1.23)
C (0.70, -3.45, 0.29)
C (1.26, -4.71, 0.55)
C (2.01, -4.91, 1.70)
C (2.36, -3.82, 2.50)
C (1.88, -2.56, 2.18)
C (-2.10, -2.71, 1.20)
C (-3.44, -2.94, 1.48)
C (-4.02, -4.30, 1.38)
C (-3.36, -5.33, 0.67)
C (-4.01, -6.54, 0.39)
C (-5.31, -6.77, 0.85)
C (-5.92, -5.82, 1.67)
C (-5.26, -4.63, 1.97)
C (-4.28, -1.81, 1.87)
O (-5.41, -1.97, 2.38)
C (-5.83, 0.69, 2.50)
C (-6.65, 1.81, 2.63)
H (-6.88, 3.92, 2.22)
H (-4.65, 4.08, 1.08)
H (-3.27, 2.08, 0.74)
H (-1.97, 0.66, 1.17)
H (0.15, -0.77, 2.34)
H (0.09, -3.31, -0.59)
H (1.11, -5.54, -0.15)
H (2.37, -5.90, 1.99)
H (3.02, -3.93, 3.36)
H (2.22, -1.68, 2.72)
H (-1.47, -3.58, 1.09)
H (-2.35, -5.19, 0.29)
H (-3.50, -7.32, -0.18)
H (-5.83, -7.69, 0.60)
H (-6.90, -5.99, 2.11)
H (-5.74, -3.90, 2.61)
H (-6.18, -0.25, 2.92)
H (-7.60, 1.71, 3.16)

Results
Molecular weight in g mol⁻¹: 725.92
Net charge: 0
HOMO in eV: -5.51
Gap between HOMO and LUMO in eV: 5.573
LUMO level in eV: 0.065
ΔE to the lowest compared entry with this formula, charge and spin in kJ/mol: 55.4

***

(4)
Density functional theory data (ωB97M-V with the def2-TZVPD basis set) for a molecular structure, C49H49BF5IMoN4OP2S2Sb.

Cartesian coordinates (Å):
Mo (-0.37, -0.11, 0.15)
C (-2.44, 1.47, -3.81)
N (-2.82, 2.36, -2.73)
C (-4.00, 3.05, -2.69)
C (-4.03, 3.70, -1.50)
N (-2.88, 3.39, -0.81)
B (-2.75, 3.75, 0.71)
N (-1.28, 4.06, 1.12)
C (-0.82, 5.36, 1.20)
C (0.24, 5.39, 2.03)
N (0.43, 4.10, 2.46)
C (1.34, 3.73, 3.52)
C (-0.50, 3.30, 1.89)
S (-0.56, 1.59, 2.19)
C (-2.16, 2.56, -1.58)
S (-0.55, 1.98, -1.28)
H (-2.87, 1.85, -4.74)
H (-2.80, 0.46, -3.61)
H (-1.36, 1.45, -3.89)
H (-4.70, 3.04, -3.50)
H (-4.77, 4.35, -1.07)
H (-3.13, 2.83, 1.37)
H (-3.40, 4.75, 0.87)
H (-1.32, 6.15, 0.67)
H (0.85, 6.20, 2.38)
H (2.33, 4.14, 3.32)
H (1.40, 2.65, 3.57)
H (0.97, 4.11, 4.48)
O (1.26, -1.78, 3.13)
C (1.91, -0.82, 3.85)
C (2.05, -0.79, 5.23)
C (2.80, 0.24, 5.78)
C (3.41, 1.19, 4.98)
C (3.22, 1.15, 3.60)
C (2.44, 0.16, 3.03)
P (2.13, -0.08, 1.24)
C (3.08, -1.61, 1.00)
C (4.33, -1.83, 1.59)
C (4.97, -3.05, 1.43)
C (4.35, -4.07, 0.71)
C (3.09, -3.88, 0.17)
C (2.46, -2.65, 0.33)
C (3.14, 1.32, 0.62)
C (2.54, 2.57, 0.59)
C (3.28, 3.72, 0.36)
C (4.64, 3.62, 0.12)
C (5.25, 2.37, 0.10)
C (4.51, 1.23, 0.36)
C (0.61, -2.84, 3.71)
C (1.26, -3.70, 4.59)
C (0.53, -4.73, 5.15)
C (-0.82, -4.89, 4.84)
C (-1.42, -4.05, 3.92)
C (-0.70, -3.02, 3.31)
P (-1.52, -1.90, 2.07)
C (-2.50, -3.23, 1.28)
C (-1.77, -4.36, 0.91)
C (-2.36, -5.44, 0.28)
C (-3.72, -5.41, 0.01)
C (-4.47, -4.30, 0.37)
C (-3.86, -3.22, 0.99)
C (-2.50, -0.99, 3.33)
C (-1.76, -0.40, 4.36)
C (-2.38, 0.28, 5.39)
C (-3.77, 0.37, 5.42)
C (-4.51, -0.21, 4.41)
C (-3.89, -0.88, 3.37)
H (1.59, -1.54, 5.85)
H (2.93, 0.27, 6.86)
H (4.02, 1.96, 5.42)
H (3.68, 1.91, 2.99)
H (4.79, -1.06, 2.20)
H (5.93, -3.21, 1.88)
H (4.86, -5.02, 0.59)
H (2.59, -4.68, -0.36)
H (1.46, -2.51, -0.04)
H (1.47, 2.65, 0.75)
H (2.79, 4.68, 0.35)
H (5.23, 4.51, -0.07)
H (6.30, 2.28, -0.12)
H (5.01, 0.27, 0.34)
H (2.30, -3.56, 4.81)
H (1.01, -5.41, 5.84)
H (-1.39, -5.68, 5.30)
H (-2.46, -4.20, 3.67)
H (-0.71, -4.41, 1.12)
H (-1.77, -6.29, -0.01)
H (-4.20, -6.25, -0.48)
H (-5.53, -4.27, 0.16)
H (-4.47, -2.35, 1.20)
H (-0.68, -0.46, 4.36)
H (-1.78, 0.73, 6.17)
H (-4.26, 0.90, 6.23)
H (-5.59, -0.14, 4.43)
H (-4.50, -1.32, 2.60)
I (-3.14, 0.07, 0.02)
F (-2.04, -2.37, -1.27)
C (-0.85, -1.73, -1.49)
F (-1.09, -0.98, -2.64)
C (-0.02, -2.93, -2.02)
F (1.22, -2.57, -2.41)
F (0.13, -3.88, -1.09)
F (-0.60, -3.49, -3.07)
C (3.68, -0.86, -2.13)
Sb (1.82, 0.20, -2.08)
C (2.63, 2.13, -2.47)
C (1.27, -0.13, -4.10)
H (4.31, -0.32, -2.84)
H (3.50, -1.87, -2.49)
H (4.16, -0.90, -1.16)
H (2.77, 2.17, -3.55)
H (3.59, 2.23, -1.97)
H (1.95, 2.92, -2.16)
H (2.21, -0.18, -4.65)
H (0.71, 0.74, -4.45)
H (0.70, -1.03, -4.26)

Results
Molecular weight in g mol⁻¹: 1286.45
Expectation value of S²: 2.1076
Net charge: +1
HOMO (spin up / spin down) in eV: -10.23 / -10.17
2S+1: 3
Gap between HOMO and LUMO (spin up / spin down) in eV: 6.366 / 6.896
LUMO level (spin up / spin down) in eV: -3.867 / -3.276
ΔE to the lowest compared entry with this formula, charge and spin in kJ/mol: 0.0